# 1
Molecular formula: C2H3NOS2
Method: DFT, wB97M-V/def2-TZVPD

Computed properties:
Kohn-Sham gap: 7.65 eV
SMILES: ON(C=S)C=S
lowest unoccupied orbital energy: -0.02697 Eh
HOMO energy: -0.3082 Ha

```
! wB97M-V def2-TZVPD RIJCOSX def2/J DEFGRID3
* xyz 0 1
O 0.578 -0.958 1.165
N 0.371 -0.200 -0.026
C 0.925 1.001 -0.112
S 0.711 2.320 -1.101
C -0.815 -0.604 -0.707
S -1.913 -0.035 -1.620
H -0.363 -0.877 1.854
H 1.684 0.919 0.681
H -1.177 -1.567 -0.134
*
```

# 2
Molecular formula: C29H80N14O13
Method: DFT, wB97M-V/def2-TZVPD

Computed properties:
Kohn-Sham gap: 8.65 eV
SMILES: COCCNCCOC.COCCNCCOC.COCCNCCOC.COCCNCCOC.NC(N)=O.NC(N)=O.NC(N)=O.NC(N)=O.NC(N)=O
lowest unoccupied orbital energy: 0.01174 Eh
HOMO energy: -0.3063 Ha

```
! wB97M-V def2-TZVPD RIJCOSX def2/J DEFGRID3
* xyz 0 1
C -1.180 -5.635 7.497
O -2.248 -6.286 6.839
C -2.357 -5.854 5.471
C -3.513 -6.587 4.657
N -4.861 -6.397 5.240
C -5.852 -7.259 4.772
C -5.824 -8.665 5.416
O -5.863 -8.326 6.885
C -5.040 -9.216 7.659
H -1.318 -4.560 7.385
H -0.190 -5.898 7.124
H -1.196 -5.715 8.584
H -1.424 -6.157 4.997
H -2.301 -4.768 5.400
H -3.395 -7.670 4.678
H -3.503 -6.149 3.659
H -4.734 -6.656 6.208
H -5.950 -7.254 3.687
H -6.841 -6.856 4.990
H -4.946 -9.261 5.169
H -6.730 -9.167 5.075
H -3.980 -9.351 7.443
H -5.536 -10.178 7.535
H -5.126 -8.844 8.680
C 2.348 8.735 4.207
O 1.959 7.389 4.148
C 1.655 6.835 5.419
C 0.970 5.488 5.364
N 1.804 4.301 5.351
C 1.013 3.044 5.293
C -0.121 2.905 6.327
O -0.657 1.690 6.171
C -2.018 1.474 6.486
H 3.075 8.923 4.997
H 1.484 9.337 4.492
H 2.568 9.143 3.221
H 0.913 7.499 5.863
H 2.489 6.823 6.121
H 0.139 5.677 4.685
H 0.434 5.273 6.288
H 2.490 4.255 4.610
H 1.745 2.241 5.383
H 0.519 2.890 4.334
H -0.987 3.532 6.115
H 0.221 3.118 7.340
H -2.254 1.727 7.519
H -2.344 0.494 6.140
H -2.562 2.116 5.793
C 4.549 -0.240 -8.089
O 3.872 0.915 -7.591
C 3.176 0.696 -6.317
C 2.498 2.038 -5.860
N 1.135 2.238 -6.483
C 0.416 3.341 -5.792
C -0.731 3.801 -6.620
O -0.384 3.907 -7.998
C -1.387 4.309 -8.841
H 5.393 -0.015 -8.741
H 3.844 -0.925 -8.562
H 5.122 -0.722 -7.297
H 3.941 0.601 -5.546
H 2.467 -0.132 -6.302
H 3.075 2.885 -6.232
H 2.514 2.215 -4.784
H 1.344 2.578 -7.411
H 0.955 4.288 -5.830
H 0.125 2.935 -4.824
H -1.093 4.772 -6.283
H -1.517 3.056 -6.499
H -2.226 3.650 -9.060
H -0.867 4.395 -9.796
H -1.772 5.268 -8.494
C 8.723 -2.246 -3.496
O 7.780 -1.693 -2.637
C 7.224 -2.591 -1.723
C 6.310 -1.883 -0.641
N 5.263 -1.031 -1.263
C 4.755 0.115 -0.449
C 5.867 1.205 -0.227
O 5.394 2.274 0.638
C 6.365 3.366 0.766
H 9.639 -2.752 -3.193
H 9.016 -1.478 -4.212
H 8.353 -3.153 -3.976
H 8.051 -3.126 -1.257
H 6.617 -3.330 -2.245
H 7.022 -1.201 -0.176
H 5.934 -2.617 0.073
H 5.456 -0.809 -2.229
H 4.269 -0.145 0.492
H 3.950 0.682 -0.918
H 6.371 1.467 -1.157
H 6.697 0.648 0.207
H 7.312 2.944 1.103
H 6.058 4.132 1.478
H 6.514 3.873 -0.187
N -1.850 -3.709 -8.715
C -1.598 -2.799 -7.838
N -0.909 -1.730 -8.261
O -2.061 -2.785 -6.756
H -1.395 -3.641 -9.614
H -2.439 -4.388 -8.254
H -1.012 -0.975 -7.597
H -0.903 -1.709 -9.270
N -1.195 -1.045 -2.011
C -1.549 -1.741 -0.999
N -1.238 -1.089 0.064
O -2.063 -2.836 -1.026
H -0.479 -0.353 -1.846
H -1.507 -1.512 -2.850
H -1.694 -1.577 0.821
H -0.802 -0.180 0.007
N -5.717 3.887 1.004
C -4.982 2.849 1.235
N -5.697 1.767 1.568
O -3.774 2.910 1.199
H -5.183 4.744 1.001
H -6.648 3.674 0.674
H -5.377 0.819 1.704
H -6.624 2.019 1.881
N 0.987 5.775 0.044
C 0.969 6.722 -0.867
N 1.905 7.566 -0.615
O 0.085 6.807 -1.710
H 1.705 5.805 0.753
H 0.220 5.119 0.009
H 2.079 8.305 -1.282
H 1.984 7.795 0.366
N -8.015 -4.961 -1.581
C -7.091 -4.044 -1.463
N -6.489 -4.085 -2.542
O -7.061 -3.146 -0.623
H -8.654 -4.971 -0.799
H -8.008 -5.611 -2.355
H -6.554 -4.951 -3.058
H -5.730 -3.427 -2.640
*
```

- Number 2 is which compound?
  C29H80N14O13